# 1
21
Properties=species:S:1:pos:R:3:forces:R:3 method="wB97M-V/def2-TZVPD" e_homo_ev=-9.312 total_charge=0 de_lowest_kj_mol=191.43 smiles="C=COC(O)(O)C(C)C" total_energy_ha=-461.493026
C -0.769034 2.619885 -0.001634 0.267 -1.280 -0.413
C 0.034318 1.662134 -0.500470 0.333 2.584 0.660
O 1.029141 1.131549 0.308742 -0.014 -0.020 -0.702
C 1.320651 -0.190669 -0.062617 -2.567 -2.270 0.056
O 1.740770 -0.387395 -1.368234 -0.460 0.625 -0.214
O 2.359111 -0.652138 0.739651 -0.384 1.116 0.748
C -0.097549 -1.075950 0.191992 1.984 -1.119 0.133
C -0.948582 -1.509406 -1.001744 0.335 0.417 -0.503
C -0.975303 -0.627734 1.358901 0.023 0.436 -0.048
H -1.423533 3.187241 -0.651736 0.055 -0.163 0.002
H -0.851302 2.771196 1.068710 0.173 0.110 -0.087
H 0.203692 1.537749 -1.565164 -0.273 -0.413 0.067
H 2.649803 -0.054362 -1.422121 -0.128 -0.152 0.030
H 2.540340 0.102338 1.325354 0.184 -0.442 0.137
H 0.364490 -2.015782 0.532361 0.025 0.156 -0.025
H -0.335302 -1.955007 -1.792229 -0.050 0.223 0.086
H -1.665545 -2.282951 -0.704734 0.097 0.199 0.192
H -1.516053 -0.674106 -1.422619 0.019 -0.064 -0.039
H -0.376824 -0.256775 2.196976 -0.156 0.012 -0.087
H -1.698878 0.134521 1.052180 0.263 0.093 0.087
H -1.584411 -1.464334 1.718437 0.273 -0.046 -0.083

=====

# 2
32
Properties=species:S:1:pos:R:3:forces:R:3 method="wB97M-V/def2-TZVPD" multiplicity=6 e_homo_ev="-22.667 / -22.236" total_charge=+4 s2=8.77 total_energy_ha=-4212.749654
Lu -0.205359 3.878231 0.914916 3.433 2.204 2.457
Fe 0.662846 -0.606607 -1.119826 -0.019 1.024 -1.661
Cl 1.252437 5.095159 2.406271 -1.445 -1.223 -1.334
Cl 1.314692 0.754005 -2.649444 -0.532 -0.352 0.898
C -1.028682 1.595529 0.404027 -3.858 -5.446 0.250
C -2.383054 3.306542 1.854740 -6.269 -2.429 1.908
C -1.863397 4.364309 -0.603569 -5.566 1.338 -6.058
O -1.752277 0.681812 0.456497 3.798 4.367 -0.540
O -3.428933 2.842074 2.061501 5.427 2.620 -0.936
O -2.680826 4.454043 -1.421070 4.126 -0.418 4.251
C 2.433737 -2.435151 -0.734410 0.350 -0.525 -0.844
N 1.616246 -1.606925 0.280809 1.009 -1.829 0.241
C 2.588483 -1.037428 1.230861 2.111 -0.640 1.575
N 3.440009 -2.118953 1.903153 -2.092 0.923 -1.426
C 4.158101 -2.868780 0.880185 1.007 -0.750 -0.275
N 3.225451 -3.487698 -0.105385 -1.831 1.551 2.506
C 2.322887 -4.427141 0.635121 -0.216 -2.295 -0.846
N 1.569293 -3.673996 1.653001 1.926 2.419 -1.642
C 0.781293 -2.604013 1.016194 -1.136 -0.994 0.298
C 2.527304 -3.039584 2.585608 0.130 -0.645 1.168
H 3.115505 -1.788448 -1.294338 -0.032 0.181 0.139
H 1.740660 -2.888724 -1.455831 0.031 -0.125 0.122
H 2.059213 -0.521279 2.049755 0.303 0.073 -0.529
H 3.321865 -0.436384 0.683234 -0.446 0.386 0.208
H 4.743528 -3.688017 1.339798 -0.207 0.521 -0.183
H 4.821449 -2.203429 0.329515 0.202 0.011 0.039
H 1.613136 -4.851543 -0.095598 0.408 -0.171 0.434
H 2.955011 -5.191607 1.127215 -0.543 0.271 -0.373
H 0.200069 -2.080344 1.791561 0.144 -0.259 -0.252
H 0.118391 -3.084873 0.286425 -0.141 0.084 0.226
H 3.110616 -3.841133 3.064949 -0.258 0.372 0.037
H 1.946954 -2.471750 3.319943 0.187 -0.246 0.140

=====

# 3
23
Properties=species:S:1:pos:R:3:forces:R:3 method="wB97M-V/def2-TZVPD" e_homo_ev=-7.394 total_charge=0 de_lowest_kj_mol=173.31 smiles="CCC/C=C/NCC" total_energy_ha=-330.401900
C 1.807533 -1.869059 -1.045450 -1.360 1.467 -1.229
C 2.384277 -0.639474 -1.773633 -0.680 0.282 2.824
C 1.393792 0.549160 -1.787938 0.410 0.772 -1.029
C 0.714126 1.151452 -0.581319 -0.416 -1.142 1.234
C -0.128927 0.530726 0.283085 1.796 0.164 -0.125
N -0.847095 1.163153 1.269386 0.074 -0.384 -0.306
C -1.723587 0.384228 2.132439 -0.331 2.619 1.110
C -3.120524 0.098633 1.604398 -0.691 -1.703 -0.214
H 0.876052 -2.158017 -1.549500 0.433 -0.632 -0.442
H 2.539733 -2.634247 -0.976489 0.274 -0.910 0.310
H 1.367803 -1.545060 -0.119749 0.764 -0.134 0.866
H 3.226208 -0.308133 -1.155662 0.169 0.027 -0.137
H 2.796221 -0.906951 -2.715903 -0.029 0.034 -1.086
H 1.969912 1.391020 -2.203852 -0.233 -0.217 -0.184
H 0.573757 0.385074 -2.488251 0.175 -0.331 -0.401
H 0.896887 2.191662 -0.362631 -0.201 0.431 -0.422
H -0.014263 -0.531628 0.474299 -0.774 -0.147 -0.565
H -1.134995 2.099604 1.021915 -0.158 -0.155 0.316
H -1.195011 -0.453298 2.581953 -0.005 -0.177 -0.429
H -1.871050 1.108298 2.949823 0.057 -0.575 0.339
H -3.434892 -0.927192 1.957987 0.314 0.765 -0.902
H -3.129691 0.209527 0.508571 -0.106 -0.541 0.315
H -3.946267 0.710517 1.976529 0.518 0.487 0.158

=====

# 4
12
Properties=species:S:1:pos:R:3:forces:R:3 method="wB97M-V/def2-TZVPD" e_homo_ev=-8.165 total_charge=0 de_lowest_kj_mol=268.72 smiles="N=C=C(O)CN" total_energy_ha=-302.590748
N -0.504637 -2.860192 -0.385261 0.254 0.706 -0.383
C -0.339288 -1.662625 -0.676794 -0.389 -0.029 0.426
C -0.299974 -0.354322 -0.661260 0.122 -0.087 0.240
O -1.274243 0.421643 -1.234292 0.082 0.163 -0.140
C 0.813048 0.385807 0.043657 0.147 -0.102 -0.216
N 0.222163 1.546245 0.713254 0.103 0.057 0.172
H -1.037392 -2.775750 0.479781 -0.225 -0.826 0.314
H -1.215811 1.265904 -0.745569 0.041 -0.119 -0.150
H 1.510644 0.745969 -0.716116 0.076 0.142 0.118
H 1.364077 -0.293165 0.713532 -0.161 0.129 -0.228
H -0.146944 1.300357 1.627345 0.060 0.027 -0.151
H 0.908359 2.280129 0.841722 -0.109 -0.059 -0.003

=====

# 5
18
Properties=species:S:1:pos:R:3:forces:R:3 method="wB97M-V/def2-TZVPD" e_homo_ev=-13.185 total_charge=+1 de_lowest_kj_mol=0.00 smiles="N=P(O)(O)[n+]1ccccc1" total_energy_ha=-796.314578
N 2.259399 1.515906 0.646815 -0.890 -2.853 -1.469
P 1.907291 0.017389 0.188813 5.178 3.266 0.347
O 2.541038 -1.086442 1.315001 -3.072 0.947 -2.169
O 2.632836 -0.368270 -1.321172 -1.373 -0.287 2.752
N 0.126861 -0.034875 0.061608 -3.422 -0.658 -0.493
C -0.489322 1.099938 -0.595417 -3.563 -0.656 0.048
C -2.043542 1.229649 -0.776279 1.437 -3.762 2.048
C -2.965864 0.072557 -0.240654 4.808 -0.080 0.586
C -2.225636 -1.119663 0.481906 2.190 2.716 -1.334
C -0.689264 -1.114289 0.595674 -3.066 1.372 -1.172
H 2.842153 1.980386 -0.069029 -0.302 -0.290 0.602
H 1.928484 -1.836575 1.493683 0.810 0.296 -0.021
H 3.598026 -0.540700 -1.158680 -1.080 0.092 -0.071
H 0.125965 1.962410 -1.035086 -0.539 -1.803 1.097
H -2.491160 2.145754 -1.281414 0.896 -1.432 0.758
H -4.099866 0.061568 -0.343392 1.806 0.142 0.127
H -2.798546 -1.999598 0.935080 0.980 1.516 -0.794
H -0.158859 -1.985137 1.102545 -0.799 1.476 -0.841

=====

# 6
47
Properties=species:S:1:pos:R:3:forces:R:3 method="wB97M-V/def2-TZVPD" e_homo_ev=-9.106 total_charge=0 de_lowest_kj_mol=1902.32 smiles="CCCCCCCCCCCCCCC(=O)O" total_energy_ha=-739.335056
C -0.240235 -3.968928 2.813933 -0.721 -1.903 -4.842
C -1.786898 -4.378753 2.919899 5.001 12.352 0.538
C -2.566182 -3.863111 1.833054 7.184 6.816 -0.918
C -2.611976 -2.217895 1.721068 2.579 1.276 1.167
C -3.568745 -1.685302 0.435538 1.730 2.079 7.020
C -3.694100 -0.025226 0.659306 13.690 -3.780 10.373
C -2.446717 0.904580 0.499538 4.219 -13.897 -0.998
C -1.676131 0.387180 -0.953238 -1.143 2.834 2.153
C -0.468313 1.356077 -1.157421 -4.048 2.185 3.049
C 0.049504 1.166132 -2.479108 9.976 3.065 7.035
C 1.407552 2.109328 -2.620252 -1.745 -11.352 -5.178
C 2.640145 1.871504 -1.911186 -6.665 10.674 3.470
C 3.523151 2.845266 -2.444436 -1.207 1.002 16.804
C 4.892301 2.578452 -1.308759 0.613 -2.861 -9.512
C 4.697155 2.976221 -0.073543 -8.313 11.714 7.376
O 3.943487 4.069155 0.456100 3.005 -4.763 -4.037
O 5.287266 2.419527 0.816871 5.202 -5.027 7.145
H 0.320060 -4.358090 1.736724 -1.809 1.018 2.687
H 0.230123 -4.568441 3.519168 1.367 -0.235 1.697
H -0.122673 -2.900698 2.793903 0.325 0.222 0.636
H -1.988029 -3.788846 3.802812 -0.998 -0.959 0.812
H -1.870702 -5.259326 2.821190 -0.986 -12.301 0.492
H -2.266863 -3.969305 0.878559 0.870 -1.934 -3.228
H -3.449174 -3.880650 2.018373 -10.980 -1.913 1.490
H -1.516454 -1.787971 1.626675 -1.837 -0.946 -0.496
H -2.773221 -1.753597 2.834782 -0.718 -0.922 -2.632
H -3.064501 -2.077805 -0.435502 -0.955 -0.012 -0.461
H -4.522687 -1.948250 0.965277 0.232 -0.634 -2.150
H -4.115137 0.191728 1.613035 -0.382 -0.431 1.047
H -4.303900 0.059420 0.093361 -13.330 3.381 -12.811
H -1.674216 0.428301 1.326390 -1.818 2.248 -1.703
H -2.700143 1.799059 0.482756 -1.626 8.324 0.122
H -1.320324 -0.658200 -0.918107 -0.508 0.434 0.126
H -2.437498 0.580158 -1.773549 0.947 -0.583 0.753
H 0.188627 1.366813 -0.265476 0.162 -0.672 -0.781
H -0.952505 2.477014 -0.983414 1.122 -2.411 -0.901
H 0.358768 0.225734 -2.631508 1.735 -4.027 0.165
H -0.577395 1.174694 -3.135412 -7.264 1.844 -7.738
H 1.064130 2.940488 -2.664574 -3.689 10.744 0.706
H 1.492183 1.976626 -3.762558 0.942 -0.094 1.078
H 2.281437 2.074924 -0.712648 1.539 0.081 -2.852
H 2.832976 1.008893 -1.840541 3.579 -12.112 0.088
H 3.358737 3.857583 -2.198711 -1.118 1.101 0.355
H 3.982222 2.837749 -3.166499 7.547 -1.337 -14.219
H 5.157160 1.400678 -1.346796 -0.236 2.926 -0.065
H 5.725020 3.258414 -1.682301 -0.617 -1.183 0.182
H 5.282716 2.748695 1.797222 -0.854 -0.030 -3.047